Record 1
An isolated molecule of C3H10N2O, computed with wB97M-V/def2-TZVPD.

LUMO energy in eV: 0.980
SMILES string: NC[C@H](N)CO
F_max in eV/Å: 3.05

Last column: Löwdin charge in e.
Positions of all 16 atoms, in Å:
N: 0.341 -0.902 -1.960  -0.014
C: -0.492 0.084 -1.241  -0.231
C: 0.165 0.320 0.171  -0.395
N: 0.831 -0.822 0.749  0.041
C: -0.761 0.823 1.296  -0.245
O: 0.014 0.987 2.477  -0.127
H: 0.086 -1.871 -2.020  0.063
H: 0.856 -0.612 -2.725  0.027
H: -0.459 1.077 -1.950  0.148
H: -1.636 -0.129 -1.053  0.126
H: 1.004 1.020 -0.175  0.155
H: 1.724 -1.134 0.567  0.051
H: 0.257 -1.610 0.732  0.060
H: -1.609 0.106 1.578  0.131
H: -1.303 1.789 1.282  0.115
H: 0.983 0.876 2.274  0.095

Record 2
The ion C4H9N2O with charge +1, computed with wB97M-V/def2-TZVPD.

Charge: +1
LUMO energy in eV: -3.575
SMILES string: C=NC(=O)[C@H](C)[NH3+]
F_max in eV/Å: 4.50

Last column: Löwdin charge in e.
Positions of all 16 atoms, in Å:
C: 0.099 -2.578 1.792  0.127
N: 0.370 -1.691 0.937  0.136
C: 0.938 -0.476 0.825  -0.411
O: 2.090 -0.215 0.816  0.141
C: -0.054 0.701 0.171  -0.226
C: -0.556 0.057 -1.108  -0.037
N: 0.863 1.805 0.051  0.198
H: -0.371 -3.522 1.662  0.099
H: 0.157 -2.289 2.759  0.067
H: -0.936 0.904 0.884  0.188
H: -1.158 0.667 -1.764  0.099
H: 0.103 -0.510 -1.711  0.096
H: -1.271 -0.597 -0.863  0.044
H: 1.736 1.193 0.327  0.137
H: 0.637 2.481 0.753  0.165
H: 0.977 2.195 -0.874  0.176

Record 3
A cluster of 5 separate species, H10O5 in total, computed with wB97M-V/def2-TZVPD.

LUMO energy in eV: 0.095
SMILES string: O.O.O.O.O
F_max in eV/Å: 0.37

Last column: Löwdin charge in e.
Positions of all 15 atoms, in Å:
O: 0.625 -3.249 -0.614  -0.060
H: 0.174 -2.454 -0.917  0.009
H: 1.384 -3.325 -1.202  0.029
O: -2.737 1.040 0.927  -0.073
H: -1.901 1.496 1.112  -0.024
H: -3.340 1.330 1.617  0.025
O: 1.685 -1.284 -2.852  -0.057
H: 2.219 -0.685 -3.382  0.036
H: 1.234 -0.713 -2.217  0.017
O: -0.627 2.697 1.775  -0.039
H: 0.105 3.182 1.380  0.060
H: -0.680 3.018 2.681  0.061
O: 0.426 -0.395 0.228  -0.048
H: 0.924 -1.065 0.711  0.041
H: 0.507 0.407 0.754  0.022

In Eh, the HOMO level values for the records above are, in order, -0.3330; -0.5351; -0.3970.
In eV, the energy values for the records above are, in order, -8298.953; -9313.245; -10399.825.
In kJ/mol, the energy above the lowest of the compared OMol25 structures with the same formula, charge and spin values for the records above are, in order, 246.1; 267.3; 98.9.